The following is a DFT calculation (ωB97M-V/def2-TZVPD) of a single C20H35N3OS molecule.

## Properties
SMILES = C[C@H](NC(=S)NCCCN1CCOCC1)[C@]12C[C@H]3C[C@H](C[C@H](C3)C1)C2
total energy = -1420.82637 a.u.
gap between HOMO and LUMO = 8.508 eV
maximum force = 0.84 eV/A

```
! wB97M-V def2-TZVPD RIJCOSX def2/J DEFGRID3
* xyz 0 1
C -3.680 -1.148 -1.421
C -2.786 0.061 -1.151
N -1.730 0.085 -2.139
C -1.495 1.083 -3.006
S -2.440 2.438 -3.114
N -0.440 0.953 -3.859
C 0.680 0.061 -3.658
C 1.513 0.438 -2.424
C 2.429 -0.695 -1.963
N 2.855 -0.497 -0.587
C 3.372 -1.721 0.005
C 3.725 -1.465 1.469
O 4.685 -0.445 1.595
C 4.208 0.746 1.016
C 3.854 0.553 -0.459
C -2.179 0.130 0.277
C -1.190 -1.012 0.544
C -0.599 -0.876 1.948
C 0.146 0.453 2.054
C -0.837 1.598 1.818
C -1.953 1.548 2.859
C -2.691 0.218 2.736
C -1.715 -0.930 2.989
C -3.288 0.075 1.335
C -1.443 1.469 0.424
H -4.567 -1.120 -0.797
H -3.151 -2.081 -1.242
H -3.998 -1.127 -2.461
H -3.372 0.973 -1.313
H -1.161 -0.744 -2.190
H -0.267 1.791 -4.394
H 0.310 -0.966 -3.563
H 1.297 0.097 -4.558
H 2.091 1.336 -2.647
H 0.839 0.676 -1.598
H 3.286 -0.799 -2.650
H 1.868 -1.635 -1.991
H 2.601 -2.494 -0.051
H 4.272 -2.078 -0.526
H 4.162 -2.358 1.920
H 2.811 -1.188 2.016
H 5.006 1.482 1.124
H 3.316 1.093 1.559
H 3.447 1.486 -0.850
H 4.770 0.300 -1.022
H -0.371 -0.987 -0.177
H -1.696 -1.976 0.459
H 0.102 -1.702 2.120
H 0.943 0.486 1.308
H 0.599 0.548 3.044
H -0.308 2.555 1.893
H -1.535 1.650 3.863
H -2.647 2.376 2.698
H -3.500 0.178 3.474
H -1.292 -0.846 3.992
H -2.238 -1.887 2.926
H -4.006 0.877 1.153
H -3.818 -0.876 1.276
H -2.141 2.289 0.243
H -0.653 1.547 -0.325
*
```


The following is a DFT calculation (ωB97M-V/def2-TZVPD) of 3 unconnected molecules or ions with the total composition C3H14N2O2 at a distorted geometry.

## Properties
SMILES = NCCCN.O.O
total energy = -382.60953 a.u.
gap between HOMO and LUMO = 9.979 eV
relative energy (zero: lowest compared OMol25 entry of this formula, charge and spin) = 2.455 eV
maximum force = 3.96 eV/A

```
! wB97M-V def2-TZVPD RIJCOSX def2/J DEFGRID3
* xyz 0 1
N 2.608 -2.145 1.865
C 1.986 -1.955 0.378
C 1.505 -0.413 0.282
C 1.018 -0.055 -1.095
N 0.244 1.184 -1.116
H 2.309 -3.086 2.275
H 2.159 -1.435 2.476
H 1.115 -2.567 0.309
H 2.828 -2.327 -0.419
H 0.762 -0.135 1.208
H 2.357 0.277 0.574
H 0.287 -0.806 -1.604
H 1.918 0.023 -1.808
H -0.615 1.046 -0.498
H 0.841 2.006 -0.676
O -1.415 4.422 -1.783
H -2.272 4.029 -1.429
H -0.834 3.630 -1.745
O -5.453 -0.393 0.596
H -4.972 -0.543 1.365
H -6.373 -0.757 0.847
*
```


The following is a DFT calculation (ωB97M-V/def2-TZVPD) of a single C5H6O2 molecule.

## Properties
SMILES = C#C[C@@H](C)OC=O
total energy = -344.53169 a.u.
gap between HOMO and LUMO = 11.353 eV
relative energy (zero: lowest compared OMol25 entry of this formula, charge and spin) = 1.911 eV
maximum force = 0.54 eV/A

```
! wB97M-V def2-TZVPD RIJCOSX def2/J DEFGRID3
* xyz 0 1
C -0.790 -0.114 2.695
C -0.424 0.043 1.561
C -0.002 0.273 0.176
C 1.432 -0.184 -0.120
O -0.949 -0.444 -0.649
C -1.076 -0.015 -1.907
O -0.472 0.896 -2.410
H -1.129 -0.247 3.699
H -0.102 1.338 -0.051
H 1.415 -1.213 -0.489
H 2.041 -0.151 0.787
H 1.887 0.454 -0.881
H -1.830 -0.636 -2.412
*
```


The following is a DFT calculation (ωB97M-V/def2-TZVPD) of 3 unconnected molecules or ions with the total composition C5H14O3 at a distorted geometry.

## Properties
SMILES = CC(C)CC=O.O.O
total energy = -424.57417 a.u.
gap between HOMO and LUMO = 10.375 eV
relative energy (zero: lowest compared OMol25 entry of this formula, charge and spin) = 0.872 eV
maximum force = 4.15 eV/A

```
! wB97M-V def2-TZVPD RIJCOSX def2/J DEFGRID3
* xyz 0 1
C 0.050 -1.248 -1.320
C -0.344 -0.084 -0.478
C 0.068 -0.322 1.008
C 0.438 1.166 -0.940
C -0.488 1.991 -1.874
O -1.027 2.999 -1.450
H -0.454 -1.327 -2.321
H -0.094 -2.255 -0.865
H 1.127 -1.299 -1.458
H -1.491 -0.008 -0.520
H -0.444 0.412 1.587
H -0.384 -1.285 1.184
H 1.135 -0.303 1.318
H 1.287 0.844 -1.538
H 0.984 1.724 -0.106
H -0.672 1.688 -2.868
O 2.293 -3.041 1.771
H 1.882 -2.918 2.612
H 3.075 -2.528 1.971
O -2.310 1.498 1.453
H -2.416 2.113 0.710
H -2.215 2.184 2.126
*
```


The following is a DFT calculation (ωB97M-V/def2-TZVPD) of 2 unconnected molecules or ions with the total composition C2H5OP at a distorted geometry.

## Properties
total energy = -495.63739 a.u.
gap between HOMO and LUMO (spin up / spin down) = 8.306 / 7.560 eV
relative energy (zero: lowest compared OMol25 entry of this formula, charge and spin) = 3.895 eV
maximum force = 2.54 eV/A

```
! wB97M-V def2-TZVPD RIJCOSX def2/J DEFGRID3
* xyz 0 1
C -1.965 1.982 -0.686
C 1.093 -1.029 0.895
O -0.810 1.899 -0.623
P 1.317 -0.946 -0.911
H -2.735 1.607 -1.352
H 0.254 -0.445 1.021
H 1.933 -0.930 1.551
H 0.758 -2.032 1.182
H 0.155 -0.105 -1.078
*
```


The following is a DFT calculation (ωB97M-V/def2-TZVPD) of 2 unconnected molecules or ions with the total composition C12H14BrFNO6P at a distorted geometry.

## Properties
SMILES = CC[C@H](F)[C@@H]1OC(=O)O[C@H]1P(O)Br.O=[N+]([O-])c1ccccc1
total energy = -3987.03133 a.u.
gap between HOMO and LUMO = 9.588 eV
maximum force = 2.51 eV/A

```
! wB97M-V def2-TZVPD RIJCOSX def2/J DEFGRID3
* xyz 0 1
C 1.824 -0.594 3.792
C 1.338 0.340 2.672
C 0.431 -0.374 1.673
F 1.043 -0.395 0.436
C -0.932 0.244 1.534
O -0.966 1.683 1.540
C -1.851 2.079 2.492
O -1.850 3.125 3.100
O -2.738 1.033 2.673
C -1.799 -0.062 2.756
P -2.461 -1.762 2.992
O -3.810 -1.372 3.822
Br -3.264 -2.261 0.969
H 1.988 -0.056 4.712
H 2.788 -0.992 3.516
H 1.140 -1.410 3.959
H 0.843 1.214 3.065
H 2.200 0.667 2.117
H 0.273 -1.401 1.980
H -1.392 -0.012 0.591
H -1.170 0.212 3.609
H -3.619 -0.618 4.385
O 2.154 -2.619 -4.983
N 1.732 -2.092 -3.977
O 1.727 -2.604 -2.880
C 1.185 -0.732 -4.098
C 1.145 -0.135 -5.343
C 0.612 1.139 -5.456
C 0.133 1.795 -4.330
C 0.189 1.180 -3.087
C 0.718 -0.094 -2.965
H 1.520 -0.651 -6.214
H 0.570 1.618 -6.423
H -0.286 2.788 -4.422
H -0.180 1.693 -2.209
H 0.761 -0.574 -1.999
*
```


The following is a DFT calculation (ωB97M-V/def2-TZVPD) of 2 unconnected molecules or ions with the total composition CH6O at a distorted geometry.

## Properties
SMILES = C.O
total energy = -116.92382 a.u.
gap between HOMO and LUMO = 12.432 eV
relative energy (zero: lowest compared OMol25 entry of this formula, charge and spin) = 0.016 eV
maximum force = 1.26 eV/A

```
! wB97M-V def2-TZVPD RIJCOSX def2/J DEFGRID3
* xyz 0 1
C 0.000 0.000 0.000
H 0.133 0.986 -0.470
H -0.499 -0.679 -0.707
H 0.983 -0.412 0.273
H -0.617 0.105 0.905
O 0.670 1.842 2.695
H 0.395 0.926 2.465
H 0.393 1.956 3.632
*
```


The following is a DFT calculation (ωB97M-V/def2-TZVPD) of a molecular structure, C54H47AsBrClF4IN3P2SZr at a distorted geometry.

## Properties
total energy = -9345.29561 a.u.
gap between HOMO and LUMO = 7.711 eV
relative energy (zero: lowest compared OMol25 entry of this formula, charge and spin) = 2.139 eV
maximum force = 3.13 eV/A

```
! wB97M-V def2-TZVPD RIJCOSX def2/J DEFGRID3
* xyz 0 1
Zr -2.562 -0.676 0.460
F 8.873 -1.669 0.684
C 7.724 -1.817 1.334
C 7.873 -1.861 2.732
F 9.129 -1.767 3.229
C 6.740 -2.068 3.475
F 6.877 -2.091 4.790
C 5.495 -2.265 2.843
P 4.058 -3.079 3.733
C 3.021 -1.615 4.143
C 1.697 -1.978 4.533
C 0.768 -0.956 4.760
C 1.206 0.335 4.981
C 2.477 0.666 4.577
C 3.421 -0.311 4.111
C 4.684 -3.520 5.429
C 4.551 -2.766 6.576
C 4.816 -3.315 7.817
C 5.513 -4.545 7.918
C 5.722 -5.318 6.804
C 5.245 -4.785 5.558
C 5.397 -2.208 1.471
Br 3.803 -2.382 0.433
C 6.525 -1.909 0.693
F 6.496 -1.910 -0.667
H 1.412 -3.002 4.486
H -0.284 -1.255 4.855
H 0.514 1.143 5.305
H 2.677 1.754 4.555
H 4.432 -0.088 3.856
H 4.148 -1.777 6.528
H 4.542 -2.767 8.725
H 5.795 -4.834 8.894
H 6.319 -6.256 6.901
H 5.338 -5.416 4.698
S -0.390 0.047 1.761
C -0.974 1.609 2.093
N -1.313 2.695 2.404
Cl -4.745 -0.047 -0.517
I -4.387 0.714 3.322
C -3.434 -1.090 3.537
C -3.176 -1.568 4.819
C -2.542 -2.805 4.966
C -2.255 -3.507 3.831
C -2.681 -3.034 2.612
N -3.190 -1.811 2.448
H -3.516 -1.036 5.659
H -2.245 -3.092 5.956
H -1.711 -4.394 3.923
H -2.381 -3.500 1.627
C -1.631 -4.593 -0.569
C -1.173 -3.199 -1.011
C 0.325 -3.060 -0.697
C -1.380 -3.007 -2.554
N -1.914 -2.141 -0.384
H -0.961 -5.351 -0.865
H -2.610 -4.661 -0.926
H -1.602 -4.705 0.442
H 0.980 -3.835 -1.018
H 0.459 -2.999 0.364
H 0.645 -2.122 -1.182
H -0.950 -3.831 -3.153
H -0.977 -2.083 -2.896
H -2.468 -3.182 -2.754
C -2.069 0.918 -2.911
C -1.640 1.449 -4.276
As -1.817 3.325 -4.844
C -2.149 2.935 -6.689
C -1.337 2.016 -7.346
C -1.485 1.722 -8.720
C -2.341 2.462 -9.470
C -3.164 3.393 -8.832
C -3.107 3.632 -7.480
C -3.683 3.586 -4.164
C -4.641 2.665 -4.516
C -5.933 2.864 -4.099
C -6.338 3.985 -3.359
C -5.370 4.893 -2.985
C -4.042 4.661 -3.393
P -1.452 1.355 -1.204
C 0.347 1.366 -1.488
C 1.008 0.734 -2.513
C 2.404 0.783 -2.634
C 3.153 1.562 -1.769
C 2.505 2.115 -0.645
C 1.130 2.020 -0.510
C -2.017 3.002 -0.866
C -3.168 3.214 -0.111
C -3.525 4.474 0.237
C -2.661 5.539 0.041
C -1.514 5.389 -0.748
C -1.182 4.113 -1.206
H -1.882 -0.183 -3.010
H -3.115 1.012 -2.745
H -2.203 0.883 -5.041
H -0.629 1.102 -4.483
H -0.768 1.314 -6.689
H -0.899 0.936 -9.218
H -2.427 2.324 -10.506
H -3.788 4.018 -9.487
H -3.766 4.347 -7.032
H -4.436 1.762 -5.107
H -6.640 2.092 -4.306
H -7.365 4.066 -3.002
H -5.630 5.800 -2.447
H -3.257 5.351 -3.020
H 0.502 -0.016 -3.158
H 2.850 0.218 -3.495
H 4.226 1.700 -1.937
H 3.079 2.748 0.064
H 0.584 2.512 0.349
H -3.854 2.376 -0.030
H -4.401 4.686 0.780
H -3.065 6.481 0.402
H -0.927 6.245 -0.963
H -0.345 3.956 -1.875
*
```


The following is a DFT calculation (ωB97M-V/def2-TZVPD) of 8 unconnected molecules or ions with the total composition C6H27ClN5O7 at a distorted geometry.

## Properties
total energy = -1505.62006 a.u.
gap between HOMO and LUMO = 8.724 eV
relative energy (zero: lowest compared OMol25 entry of this formula, charge and spin) = 1.287 eV
maximum force = 1.59 eV/A

```
! wB97M-V def2-TZVPD RIJCOSX def2/J DEFGRID3
* xyz -1 1
Cl -6.321 -23.738 2.396
C -7.381 -21.935 6.181
O -7.089 -21.117 5.325
N -7.611 -21.617 7.503
N -7.442 -23.267 5.929
H -7.769 -22.386 8.122
H -7.583 -20.674 7.833
H -7.196 -23.581 4.998
H -7.624 -23.924 6.660
C -6.930 -21.585 -1.177
O -6.023 -21.131 -0.492
N -7.345 -20.958 -2.315
N -7.562 -22.756 -0.918
H -6.871 -20.105 -2.546
H -7.929 -21.446 -2.964
H -8.231 -23.157 -1.541
H -7.352 -23.205 -0.029
C -2.962 -27.893 4.063
C -3.884 -26.700 3.927
C -3.949 -25.940 5.244
O -4.776 -26.672 6.143
C -5.289 -25.898 7.193
N -3.444 -25.819 2.850
H -3.491 -28.613 4.696
H -1.956 -27.731 4.449
H -2.799 -28.475 3.149
H -4.918 -26.997 3.714
H -4.330 -24.930 5.054
H -2.960 -25.775 5.687
H -5.473 -24.846 6.955
H -4.562 -25.856 8.019
H -6.191 -26.404 7.541
H -3.363 -26.322 1.970
H -4.222 -25.202 2.596
O -5.210 -20.283 2.407
H -5.726 -19.563 2.038
H -5.750 -21.074 2.226
O -3.684 -22.283 3.781
H -3.453 -22.666 4.632
H -4.501 -22.749 3.517
O -7.559 -26.142 0.538
H -7.850 -25.461 1.160
H -6.599 -26.104 0.592
O -9.397 -24.554 3.515
H -9.186 -25.390 3.941
H -8.528 -24.144 3.344
*
```


The following is a DFT calculation (ωB97M-V/def2-TZVPD) of a molecular structure, C20H22Br2MnN10O3S.

## Properties
total energy = -8245.83818 a.u.
gap between HOMO and LUMO (spin up / spin down) = 7.066 / 7.130 eV
relative energy (zero: lowest compared OMol25 entry of this formula, charge and spin) = 0.476 eV
maximum force = 0.30 eV/A

```
! wB97M-V def2-TZVPD RIJCOSX def2/J DEFGRID3
* xyz 0 6
Mn 0.869 -0.577 -0.268
C -1.258 1.873 4.363
C 0.035 1.208 4.816
N 0.344 0.005 4.061
C 0.830 0.018 2.805
S 0.964 -1.532 2.012
N 1.187 1.202 2.328
N 1.667 1.122 1.072
C 2.174 2.167 0.532
C 2.254 3.502 1.201
C 2.745 1.925 -0.811
C 3.471 2.899 -1.490
C 4.044 2.592 -2.712
C 3.884 1.319 -3.229
C 3.133 0.413 -2.498
N 2.574 0.695 -1.328
H -1.453 2.777 4.943
H -2.107 1.197 4.486
H -1.184 2.147 3.311
H -0.024 0.922 5.867
H 0.870 1.898 4.703
H 0.004 -0.884 4.383
H 1.462 3.572 1.942
H 2.152 4.314 0.482
H 3.210 3.619 1.720
H 3.598 3.878 -1.053
H 4.617 3.338 -3.248
H 4.325 1.028 -4.171
H 2.972 -0.589 -2.874
N -0.118 0.484 -3.042
N -0.577 -0.729 -3.539
C 0.034 -1.889 -3.235
N -0.389 -2.973 -3.897
N 0.946 -1.866 -2.263
N 1.672 -2.993 -1.994
O 2.280 -2.944 -0.947
O 1.704 -3.958 -2.757
H -0.639 0.802 -2.218
H -0.056 1.163 -3.785
H -1.508 -0.795 -3.927
H -0.979 -2.860 -4.702
H 0.120 -3.831 -3.754
Br -2.701 2.894 0.580
C -2.953 1.023 0.646
C -4.147 0.511 1.184
C -4.369 -0.833 1.226
Br -5.999 -1.471 1.963
C -3.409 -1.744 0.724
C -3.548 -3.149 0.708
C -2.551 -3.923 0.188
C -1.397 -3.300 -0.318
N -1.231 -2.002 -0.317
C -2.212 -1.215 0.191
C -1.951 0.207 0.149
O -0.837 0.647 -0.348
H -4.890 1.198 1.564
H -4.445 -3.599 1.112
H -2.632 -5.002 0.171
H -0.582 -3.903 -0.709
*
```


The following is a DFT calculation (ωB97M-V/def2-TZVPD) of a gas-phase ion, C11H14N (charge +1) at a distorted geometry.

## Properties
total energy = -481.94811 a.u.
gap between HOMO and LUMO (spin up / spin down) = 8.773 / 8.398 eV
relative energy (zero: lowest compared OMol25 entry of this formula, charge and spin) = 3.241 eV
maximum force = 3.54 eV/A

```
! wB97M-V def2-TZVPD RIJCOSX def2/J DEFGRID3
* xyz 1 1
C 1.700 1.617 -1.781
C 1.309 0.506 -2.506
C 1.273 1.781 -0.474
C 0.498 -0.445 -1.913
C 0.446 0.842 0.133
C 0.068 -0.303 -0.596
C -0.873 0.172 2.062
C -0.060 1.025 1.516
C -0.767 -1.349 0.021
C 0.370 2.263 2.265
C -0.187 -2.663 0.412
N -2.129 -1.480 -0.582
H 2.338 2.360 -2.232
H 1.635 0.369 -3.525
H 1.591 2.659 0.063
H 0.218 -1.325 -2.475
H -1.418 -0.180 2.897
H 1.449 2.247 2.406
H -0.108 2.301 3.241
H 0.093 3.151 1.702
H 0.770 -2.508 0.900
H -0.014 -3.301 -0.462
H -0.840 -3.198 1.100
H -2.105 -2.042 -1.451
H -2.499 -0.547 -0.801
H -2.758 -1.954 0.080
*
```


The following is a DFT calculation (ωB97M-V/def2-TZVPD) of a molecular structure, C8H9N3P at a distorted geometry.

## Properties
total energy = -815.47102 a.u.
gap between HOMO and LUMO = 6.776 eV
relative energy (zero: lowest compared OMol25 entry of this formula, charge and spin) = 0.851 eV
maximum force = 3.16 eV/A

```
! wB97M-V def2-TZVPD RIJCOSX def2/J DEFGRID3
* xyz 1 1
C -0.991 2.951 -2.196
C -0.928 1.687 -2.763
C -0.668 3.129 -0.860
C -0.561 0.592 -1.999
C -0.293 2.050 -0.079
C -0.239 0.786 -0.660
C 0.158 -0.411 0.134
C 0.864 -2.748 3.234
N 0.583 -1.512 -0.593
N 0.055 -0.371 1.374
N 0.755 -2.320 1.897
P 0.935 -2.674 0.395
H -1.297 3.795 -2.796
H -1.164 1.543 -3.806
H -0.710 4.111 -0.416
H -0.519 -0.392 -2.437
H -0.039 2.182 0.960
H 1.730 -2.279 3.704
H 0.959 -3.834 3.295
H -0.030 -2.446 3.782
H 1.399 -3.838 -0.168
*
```